[1]
DFT (ωB97M-V/def2-TZVPD) results for C28H45ClN4SnTe as an isolated structure at a distorted geometry.

XYZ file:
```
80
Properties=species:S:1:pos:R:3
Sn 0.36963 0.28280 -0.13347
Cl 2.35451 -1.14877 -0.04592
C 0.26745 1.46259 4.24212
C 0.50894 1.24241 2.01553
N 0.94388 0.81285 3.24636
H -1.31300 2.97133 4.10295
N -0.32250 2.27004 2.31311
H 0.39831 1.27386 5.29719
C 1.97669 -0.19878 3.57739
C 2.27947 -0.16162 5.07396
C 1.47738 -1.59398 3.26108
H 1.42650 -0.50668 5.67453
H 3.11786 -0.84897 5.27030
H 2.57829 0.84647 5.39546
H 4.00449 -0.57101 3.02424
H 3.59951 1.15071 3.26757
H 1.15506 -1.69726 2.22198
C 3.24522 0.19779 2.84896
H 0.64767 -1.85364 3.93224
H 2.30171 -2.29337 3.45087
H 3.08332 0.30351 1.77524
C -0.56676 2.32610 3.66393
C -2.51440 2.64571 1.30155
H -3.03342 2.72014 2.26490
H -3.05484 3.24643 0.56114
C -1.08412 3.17153 1.40557
H -0.70672 4.16537 -0.46066
C -1.06597 4.55399 2.04665
H -0.03319 4.88310 2.22332
H -2.53679 1.59614 0.97273
H -0.75723 2.42253 -0.59806
H -1.65013 4.60396 2.97487
H -1.53038 5.26391 1.35448
C -0.40420 3.23938 0.05047
H 0.69276 3.21936 0.13343
C 0.93727 -1.46290 -5.45954
N 0.73875 -1.81630 -4.13997
H 0.34727 0.35066 -6.51446
N -0.18401 0.08769 -4.41562
H 1.42364 -2.07897 -6.19188
C 1.30273 -3.05474 -3.56116
C 1.48536 -4.09846 -4.65012
C 2.66853 -2.74144 -2.96843
H 2.26814 -3.82247 -5.36038
H 1.80599 -5.04842 -4.21055
H 0.56141 -4.30068 -5.19920
H 0.94186 -4.19765 -1.80202
H -0.46414 -4.10384 -2.87887
H 2.58417 -1.91613 -2.26064
C 0.37697 -3.53663 -2.46292
H 3.40446 -2.49378 -3.73917
H 3.02502 -3.61474 -2.41218
H 0.00138 -2.69992 -1.87201
C 0.38299 -0.25341 -5.62568
C 0.12977 2.49305 -4.17720
H 0.68341 2.59260 -5.11883
H -0.36310 3.45121 -3.97347
C -0.90843 1.36717 -4.25969
H -2.29561 2.24397 -2.88496
C -1.79130 1.61566 -5.47773
H -2.47288 0.77820 -5.65234
H 0.85151 2.29750 -3.37643
H -1.10270 1.16789 -2.12449
H -1.21183 1.79731 -6.38853
H -2.41419 2.50756 -5.31738
C -1.74370 1.30187 -2.99922
H -2.45168 0.47133 -3.03311
C 0.11285 -0.81962 -3.44771
Te -1.85719 -1.37738 0.47884
C -2.06904 -1.69744 2.56298
C -2.50162 -0.65586 3.41242
C -2.35043 -0.82046 4.78494
C -2.00084 -2.06540 5.33308
C -1.67849 -3.11610 4.47676
C -1.72581 -2.95701 3.08301
H -2.92315 0.24890 2.97116
H -2.51807 0.02824 5.44316
H -1.98712 -2.20413 6.42256
H -1.38641 -4.07901 4.89256
H -1.48674 -3.76586 2.38843
```

Its energy relative to the best compared isomer or geometry (same formula, charge and spin) is 20.0 kJ/mol. The calculation puts the LUMO energy at 3.89 eV. For the total energy, the calculation gives -2255.33944 Eh. Its total charge is -2.

Results of the Löwdin charge analysis, in e, for atoms 1 through 8: 0.487 -0.037 -0.114 -0.221 0.000 0.084 -0.029 0.086


[2]
DFT (ωB97M-V/def2-TZVPD) results for a 6-piece molecular cluster, C28H45ClN5O10P overall at a distorted geometry.

XYZ file:
```
90
Properties=species:S:1:pos:R:3
O 5.44202 -2.75396 -0.73183
C 4.82851 -1.75442 -1.07876
C 5.43482 -0.41052 -0.81173
C 5.02374 0.62906 -1.52523
C 3.98873 0.49956 -2.60477
O 3.95768 1.35694 -3.46180
C 3.11394 -0.72745 -2.54674
C 1.90822 -0.76441 -3.22433
C 1.34894 0.35940 -4.04926
C 0.31887 1.06576 -3.11540
C 0.94989 1.52724 -1.71483
O 0.48912 2.40258 -2.94725
C 1.14872 -1.92206 -3.08812
Cl -0.41045 -2.03813 -3.89927
C 1.52575 -3.00093 -2.34408
C 2.73697 -2.95830 -1.67088
P 3.17314 -4.44875 -0.64538
O 3.47114 -3.85483 0.88060
O 1.70201 -5.19186 -0.45795
C 3.51146 -1.82694 -1.78504
H 6.20581 -0.32234 -0.05542
H 5.49804 1.58976 -1.34720
H 0.78592 0.01996 -4.91977
H 2.05883 1.12857 -4.32841
H -0.69552 0.67692 -3.09081
H 0.77042 2.42972 -1.11606
H 0.07028 1.00139 -1.21450
H 0.87956 -3.86729 -2.27655
H 2.85893 -3.11713 1.02634
H 1.15812 -4.64890 0.13540
C 6.57390 -4.49803 4.17810
N 6.91416 -3.08801 4.15581
C 7.06228 -2.27758 3.07309
C 6.85482 -2.88700 1.71022
O 7.35219 -1.09896 3.21981
H 5.65211 -4.63624 4.74611
H 7.37497 -5.05298 4.67057
H 6.43432 -4.88950 3.17627
H 7.06631 -2.61773 5.03382
H 7.00493 -2.12900 0.95727
H 7.57326 -3.69065 1.54047
H 5.84027 -3.27251 1.61883
C -2.00208 -8.83908 0.03770
N -1.57884 -7.61351 0.68903
C -0.39456 -7.35318 1.30250
C 0.63837 -8.45137 1.33124
O -0.19269 -6.25948 1.80811
H -2.23514 -8.62794 -1.00732
H -2.90220 -9.21380 0.52819
H -1.23104 -9.60034 0.08196
H -2.21931 -6.83604 0.70735
H 1.52057 -8.09089 1.85116
H 0.25174 -9.32295 1.86161
H 0.92211 -8.73090 0.31600
C -3.15620 -0.28760 2.65459
N -2.24603 0.08530 1.58762
C -1.91301 1.33263 1.17131
C -2.54703 2.50028 1.88020
O -1.11970 1.48159 0.24436
H -2.61467 -0.87389 3.39895
H -3.95940 -0.90094 2.24251
H -3.58594 0.58540 3.13353
H -1.78725 -0.64875 1.07151
H -2.18466 3.42066 1.43797
H -3.62759 2.46709 1.77361
H -2.27991 2.49350 2.93598
C -3.24892 8.06834 2.48229
N -3.29496 6.67116 2.86877
C -4.06835 5.68041 2.34827
C -5.00916 6.04022 1.22529
O -3.98656 4.54242 2.78841
H -2.23640 8.31884 2.16047
H -3.50541 8.68778 3.34362
H -3.94070 8.28031 1.67432
H -2.69084 6.36094 3.61340
H -5.55295 5.15691 0.91531
H -5.72783 6.78997 1.55831
H -4.44777 6.41822 0.37096
C -5.22029 5.64738 -4.57705
N -5.82797 5.29692 -3.30624
C -6.01472 6.08585 -2.21680
C -5.54178 7.51792 -2.30218
O -6.54582 5.63880 -1.21234
H -5.94532 5.48810 -5.37697
H -4.35821 5.00189 -4.75220
H -4.89691 6.68242 -4.59269
H -6.16538 4.35558 -3.18131
H -5.75852 8.01752 -1.36236
H -4.46524 7.55299 -2.47660
H -6.06265 8.04286 -3.10370
```

The calculation puts the LUMO energy at -0.87 eV. For the total energy, the calculation gives -2921.56007 Eh. Its total charge is 0.

Results of the Löwdin charge analysis, in e, for atoms 1 through 8: 0.039 -0.303 0.039 0.036 -0.295 0.109 -0.031 -0.175


Q: total charge of number 1 (C28H45ClN4SnTe)?
A: -2